{"formula": "C29H20N5O4Os", "method": "ωB97M-V with the def2-TZVPD basis set", "elements": ["Os", "C", "O", "C", "C", "C", "C", "C", "C", "N", "N", "C", "C", "O", "C", "C", "C", "C", "C", "C", "C", "C", "H", "H", "H", "H", "H", "H", "H", "H", "H", "H", "H", "H", "H", "O", "N", "O", "C", "C", "C", "C", "C", "C", "N", "C", "C", "N", "C", "C", "C", "C", "H", "H", "H", "H", "H", "H", "H"], "positions_angstrom": [[-0.1059, -0.5532, 0.3131], [-0.7496, -1.2824, -2.7141], [0.0621, -0.5112, -1.7646], [1.2027, 0.1078, -2.2226], [1.4961, 0.3260, -3.5525], [2.7104, 0.9293, -3.8459], [3.6159, 1.2954, -2.8404], [3.3256, 1.0619, -1.5192], [2.0976, 0.4594, -1.1966], [1.6633, 0.1125, 0.0765], [2.6281, 0.2937, 1.0212], [2.5632, -0.2623, 2.1824], [1.5131, -1.2277, 2.6481], [0.4299, -1.4663, 1.9469], [1.6723, -1.8785, 3.8414], [2.7710, -1.6035, 4.6655], [3.7463, -0.6492, 4.3470], [4.7926, -0.3873, 5.2453], [5.7452, 0.5791, 4.9449], [5.6480, 1.2698, 3.7527], [4.6118, 1.0088, 2.8347], [3.6604, 0.0574, 3.1206], [-1.2747, -0.5863, -3.3635], [-1.4446, -1.8541, -2.1102], [-0.0911, -1.9407, -3.2750], [0.8180, 0.0458, -4.3453], [2.9604, 1.1216, -4.8811], [4.5498, 1.7672, -3.1115], [4.0112, 1.3400, -0.7344], [0.9197, -2.5917, 4.1476], [2.8579, -2.1418, 5.6037], [4.8467, -0.9435, 6.1732], [6.5504, 0.7875, 5.6355], [6.3817, 2.0278, 3.5113], [4.5705, 1.5664, 1.9105], [-7.1967, 1.5517, -1.1907], [-6.1915, 2.0546, -0.7628], [-6.0095, 3.2285, -0.5207], [-5.0612, 1.1343, -0.4694], [-5.3873, -0.1342, -0.1501], [-4.3714, -1.0784, 0.2076], [-4.6275, -2.4067, 0.6053], [-3.5747, -3.2163, 0.9587], [-2.2719, -2.7130, 0.9143], [-2.0080, -1.4704, 0.5212], [-3.0460, -0.6619, 0.1794], [-2.7119, 0.6753, -0.1861], [-1.3827, 0.9856, -0.1636], [-0.9989, 2.2271, -0.4466], [-1.9200, 3.2091, -0.7986], [-3.2627, 2.9156, -0.8342], [-3.6995, 1.6128, -0.5014], [-6.4293, -0.4285, -0.1551], [-5.6453, -2.7756, 0.6375], [-3.7349, -4.2368, 1.2761], [-1.4245, -3.3233, 1.1979], [0.0611, 2.4385, -0.3977], [-1.5669, 4.2032, -1.0333], [-3.9807, 3.6772, -1.0966]], "atomic_forces_ev_per_a": [[-0.2, -0.1, 0.1], [0.0, 0.0, 0.0], [0.0, 0.0, -0.1], [0.0, 0.0, 0.0], [0.0, 0.0, 0.0], [0.0, 0.0, 0.0], [0.0, 0.0, 0.0], [0.0, 0.0, 0.0], [0.0, 0.0, 0.0], [0.1, 0.1, 0.0], [0.0, 0.0, 0.0], [0.0, 0.0, 0.0], [0.0, 0.0, 0.0], [0.0, 0.0, 0.0], [0.0, 0.0, 0.0], [0.0, 0.0, 0.0], [0.0, 0.0, 0.0], [0.0, 0.0, 0.0], [0.0, 0.0, 0.0], [0.0, 0.0, 0.0], [0.0, 0.0, 0.0], [0.0, 0.0, 0.0], [0.0, 0.0, 0.0], [0.0, 0.0, 0.0], [0.0, 0.0, 0.0], [0.0, 0.0, 0.0], [0.0, 0.0, 0.0], [0.0, 0.0, 0.0], [0.0, 0.0, 0.0], [0.0, 0.0, 0.0], [0.0, 0.0, 0.0], [0.0, 0.0, 0.0], [0.0, 0.0, 0.0], [0.0, 0.0, 0.0], [0.0, 0.0, 0.0], [0.0, 0.0, 0.0], [0.0, 0.0, 0.0], [0.0, 0.0, 0.0], [0.0, 0.0, 0.0], [0.0, 0.0, 0.0], [0.0, 0.0, 0.0], [0.0, 0.0, 0.0], [0.0, 0.0, 0.0], [0.0, 0.0, 0.0], [0.0, 0.0, 0.0], [0.0, 0.0, 0.0], [0.0, 0.0, 0.0], [0.0, 0.0, 0.0], [0.0, 0.0, 0.0], [0.0, 0.0, 0.0], [0.0, 0.0, 0.0], [0.0, 0.0, 0.0], [0.0, 0.0, 0.0], [0.0, 0.0, 0.0], [0.0, 0.0, 0.0], [0.0, 0.0, 0.0], [0.0, 0.0, 0.0], [0.0, 0.0, 0.0], [0.0, 0.0, 0.0]], "nbo_charge": [1.23, -0.25, -0.46, 0.31, -0.27, -0.07, -0.19, -0.16, 0.10, -0.19, -0.21, 0.22, 0.43, -0.65, -0.31, 0.13, -0.18, -0.03, -0.18, -0.09, -0.13, 0.01, 0.23, 0.22, 0.24, 0.26, 0.26, 0.27, 0.26, 0.27, 0.26, 0.25, 0.27, 0.26, 0.24, -0.30, 0.53, -0.35, 0.08, -0.12, -0.08, -0.05, -0.23, 0.12, -0.52, 0.23, 0.14, -0.42, 0.11, -0.23, -0.04, -0.06, 0.29, 0.27, 0.27, 0.24, 0.23, 0.27, 0.29], "orbital_gap_ev": [5.3, 5.3], "e_tot_ev": -48474.8778, "e_above_lowest_kj_mol": 2.4, "e_homo_ev": [-17.41, -17.42], "lumo_ev": [-12.0776, -12.0719], "total_charge": 3}

=====

{"formula": "C29H21Cl3N2O2PS3Tc", "method": "ωB97M-V with the def2-TZVPD basis set", "elements": ["Tc", "Cl", "C", "C", "C", "C", "C", "C", "P", "C", "C", "C", "C", "C", "C", "C", "C", "C", "C", "C", "C", "H", "H", "H", "H", "H", "H", "H", "H", "H", "H", "H", "H", "H", "H", "S", "C", "S", "S", "Cl", "C", "C", "C", "C", "C", "Cl", "C", "N", "H", "H", "H", "O", "C", "C", "C", "C", "O", "N", "H", "H", "H", "H"], "positions_angstrom": [[-0.1044, 0.7526, -1.0687], [3.0176, -1.4781, -0.0764], [2.7000, -1.4506, 1.6224], [3.5118, -2.2347, 2.4362], [3.3560, -2.1971, 3.8080], [2.3996, -1.3598, 4.3669], [1.5974, -0.5912, 3.5453], [1.7057, -0.6329, 2.1506], [0.5738, 0.4906, 1.1709], [1.2451, 2.0410, 1.9107], [0.7222, 2.7236, 3.0017], [1.3120, 3.9043, 3.4370], [2.4302, 4.4075, 2.7921], [2.9619, 3.7280, 1.7029], [2.3673, 2.5593, 1.2616], [-1.0088, 0.1733, 2.0467], [-1.3581, -1.0948, 2.5062], [-2.6280, -1.3348, 3.0112], [-3.5674, -0.3158, 3.0561], [-3.2375, 0.9457, 2.5789], [-1.9723, 1.1860, 2.0667], [4.2675, -2.8590, 1.9782], [3.9883, -2.8089, 4.4390], [2.2817, -1.3030, 5.4420], [0.8586, 0.0630, 3.9897], [-0.1524, 2.3434, 3.5152], [0.8865, 4.4368, 4.2792], [2.8765, 5.3365, 3.1240], [3.8266, 4.1242, 1.1856], [2.7527, 2.0476, 0.3844], [-0.6440, -1.9062, 2.4522], [-2.8863, -2.3279, 3.3581], [-4.5592, -0.5083, 3.4466], [-3.9751, 1.7383, 2.5873], [-1.7301, 2.1624, 1.6628], [-0.9616, 5.3492, -2.5106], [-0.8192, 3.7269, -2.2081], [-0.3990, 3.0690, -0.6736], [-0.9678, 2.6711, -3.5688], [-2.7527, -0.3442, -0.9372], [-2.6642, -0.6660, -2.6414], [-3.4088, -1.7174, -3.1306], [-3.3975, -1.9986, -4.4869], [-2.6046, -1.2300, -5.3195], [-1.8346, -0.1963, -4.8093], [-0.7295, 0.5604, -5.9236], [-1.8328, 0.1570, -3.4402], [-1.0796, 1.1348, -2.8342], [-3.9913, -2.3114, -2.4392], [-3.9790, -2.8196, -4.8860], [-2.5434, -1.4409, -6.3792], [1.8743, 0.1659, -3.1133], [1.3221, -0.9135, -2.9494], [1.5548, -2.1642, -3.7812], [0.6751, -3.2074, -3.0981], [0.0232, -2.4528, -1.9369], [-0.7198, -2.9703, -1.1238], [0.4070, -1.1400, -1.9656], [2.6168, -2.4114, -3.7692], [1.2727, -1.9555, -4.8138], [1.2360, -4.0499, -2.6927], [-0.1121, -3.6061, -3.7388]], "atomic_forces_ev_per_a": [[0.2, 0.0, -0.4], [0.0, 0.0, -0.2], [-0.1, 0.1, 0.1], [0.0, 0.0, 0.0], [0.0, 0.0, 0.0], [0.0, 0.0, 0.1], [0.0, -0.1, -0.1], [-0.1, -0.1, -0.1], [0.3, 0.0, 1.0], [0.0, 0.0, -0.1], [0.0, -0.1, 0.0], [0.0, 0.0, 0.0], [0.0, 0.0, 0.0], [0.0, 0.0, 0.0], [-0.1, -0.1, 0.0], [-0.1, 0.1, -0.1], [0.1, 0.0, 0.0], [0.0, 0.0, 0.0], [0.0, 0.0, 0.0], [0.0, -0.1, 0.0], [0.1, 0.0, 0.0], [0.0, 0.0, 0.0], [0.0, 0.0, 0.0], [0.0, 0.0, 0.0], [0.0, 0.0, 0.0], [0.0, 0.0, 0.0], [0.0, 0.0, 0.0], [0.0, 0.0, 0.0], [0.0, 0.0, 0.0], [0.0, 0.1, 0.0], [0.0, 0.0, 0.0], [0.0, 0.0, 0.0], [0.0, 0.0, 0.0], [0.0, 0.0, 0.0], [0.0, 0.0, 0.0], [0.0, 0.0, 0.0], [-0.1, -0.1, -0.4], [0.1, 0.0, 0.3], [-0.2, 0.0, 0.1], [-0.2, 0.0, 0.1], [0.0, 0.0, -0.2], [0.0, -0.1, 0.1], [0.0, 0.0, -0.1], [0.0, 0.0, 0.0], [0.1, 0.0, 0.2], [0.0, 0.1, 0.1], [-0.1, 0.0, -0.1], [0.1, 0.0, -0.3], [0.0, 0.0, 0.0], [0.0, 0.0, 0.0], [0.0, 0.0, 0.0], [0.0, -0.1, 0.0], [0.0, 0.1, -0.1], [0.0, -0.1, 0.0], [0.1, 0.0, 0.0], [0.0, 0.0, 0.0], [0.0, 0.0, 0.0], [0.1, -0.1, 0.1], [0.0, 0.0, 0.0], [0.0, 0.0, 0.0], [0.0, 0.0, 0.0], [0.0, 0.0, 0.0]], "lowdin_spin": [2.59, 0.01, 0.00, 0.00, 0.00, 0.00, 0.00, 0.00, 0.04, 0.00, 0.00, 0.00, 0.00, 0.00, 0.00, 0.01, 0.00, 0.00, 0.00, 0.00, 0.01, 0.00, 0.00, 0.00, 0.00, 0.00, 0.00, 0.00, 0.00, 0.00, 0.00, 0.00, 0.00, 0.00, 0.00, 0.04, 0.01, 0.03, 0.01, 0.07, 0.01, 0.00, 0.01, 0.00, 0.01, 0.00, 0.01, 0.05, 0.00, 0.00, 0.00, 0.04, 0.01, 0.00, 0.00, 0.00, 0.00, 0.01, 0.00, 0.00, 0.00, 0.00], "spin_multiplicity": 4, "orbital_gap_ev": [6.5, 6.5], "s_squared": 3.77, "e_tot_ev": -119053.5319, "e_above_lowest_kj_mol": 55.5, "e_homo_ev": [-4.09, -4.15], "lumo_ev": [2.4555, 2.3652], "total_charge": -1}

=====

{"formula": "C29H21F6N4O14PdS2", "method": "ωB97M-V with the def2-TZVPD basis set", "elements": ["Pd", "O", "C", "C", "C", "C", "N", "C", "C", "C", "C", "C", "C", "O", "C", "C", "N", "H", "H", "H", "H", "H", "H", "H", "H", "H", "H", "H", "H", "O", "C", "O", "C", "C", "C", "C", "C", "C", "N", "O", "O", "H", "H", "H", "H", "O", "C", "O", "C", "C", "C", "C", "O", "C", "O", "C", "C", "H", "H", "H", "H", "H", "F", "C", "F", "F", "S", "O", "O", "N", "S", "O", "O", "C", "F", "F", "F"], "positions_angstrom": [[-0.1420, -0.1465, -0.5981], [-6.3838, -3.6671, -1.0551], [-5.2369, -4.3200, -0.5549], [-4.0349, -3.4136, -0.6258], [-2.7393, -3.9653, -0.6492], [-1.6602, -3.0989, -0.6557], [-1.8138, -1.7925, -0.6454], [-3.0408, -1.2125, -0.6604], [-4.1813, -2.0469, -0.6429], [-3.0729, 0.2228, -0.6640], [-4.2590, 0.9854, -0.6237], [-4.2088, 2.3567, -0.5927], [-5.4557, 3.1974, -0.5403], [-6.5439, 2.4488, -0.0424], [-2.9462, 2.9818, -0.5912], [-1.8157, 2.1973, -0.6177], [-1.8627, 0.8686, -0.6709], [-7.1206, -4.2863, -1.0551], [-5.0327, -5.2383, -1.1235], [-5.3960, -4.6094, 0.4981], [-2.5927, -5.0338, -0.6631], [-0.6362, -3.4561, -0.6728], [-5.1714, -1.6211, -0.6481], [-5.2177, 0.4949, -0.5915], [-5.6818, 3.5645, -1.5550], [-5.2624, 4.0745, 0.0933], [-7.2918, 3.0402, 0.0879], [-2.8579, 4.0540, -0.5558], [-0.8319, 2.6561, -0.5886], [0.6366, 1.6163, 1.2732], [0.1948, 0.6806, 1.9419], [-0.4042, -0.3128, 1.3946], [0.2806, 0.6252, 3.4257], [-0.4618, -0.3443, 4.1064], [-0.3847, -0.4487, 5.4742], [0.4569, 0.4181, 6.1784], [1.1979, 1.3956, 5.5060], [1.1071, 1.4971, 4.1360], [0.5784, 0.2845, 7.5817], [-0.0991, -0.5753, 8.1482], [1.3615, 1.0292, 8.1748], [-1.0850, -1.0052, 3.5244], [-0.9470, -1.1899, 6.0214], [1.8345, 2.0456, 6.0869], [1.6756, 2.2337, 3.5892], [1.9818, -2.7062, -1.6070], [2.4131, -1.7540, -0.9779], [1.7039, -0.9216, -0.3106], [3.8916, -1.4480, -0.8652], [4.8228, -2.1020, -1.6573], [6.1729, -1.7578, -1.6258], [6.5471, -0.7456, -0.7743], [7.7943, -0.2034, -0.5529], [7.6232, 0.7290, 0.4935], [6.2573, 0.8424, 0.8077], [5.6154, -0.1056, 0.0428], [4.2856, -0.4334, 0.0159], [4.4809, -2.8867, -2.3137], [6.9014, -2.2554, -2.2451], [8.0163, 1.7114, 0.1873], [8.1793, 0.3804, 1.3838], [3.5558, 0.0649, 0.6305], [1.2155, 0.1833, -5.8833], [0.1613, 0.1751, -5.0792], [-0.5455, -0.9246, -5.3842], [-0.6241, 1.2123, -5.3859], [0.5912, 0.1252, -3.2253], [-0.2628, -0.9335, -2.7703], [2.0015, -0.0144, -3.1346], [0.0526, 1.4835, -2.6475], [1.0032, 2.6909, -3.0566], [1.5437, 2.5033, -4.3651], [0.4028, 3.9497, -2.7525], [2.4364, 2.5178, -1.8286], [2.6415, 3.6643, -1.1722], [3.5927, 2.1762, -2.3831], [2.0965, 1.5966, -0.9235]], "atomic_forces_ev_per_a": [[0.9, -0.6, 0.0], [-0.2, 0.2, -0.1], [0.2, -0.4, 0.2], [0.7, -0.7, -0.1], [-0.9, 0.5, 0.1], [-0.2, -0.3, 0.1], [-1.4, 0.6, -0.1], [0.5, -3.4, 0.1], [0.4, 1.2, 0.0], [0.5, 2.7, 0.1], [0.5, -0.9, 0.0], [0.8, 0.7, 0.1], [0.1, 0.4, -0.2], [-0.2, -0.2, 0.1], [-0.9, -0.6, 0.0], [0.2, 0.4, -0.1], [-1.5, -0.7, 0.2], [0.1, 0.1, 0.0], [0.0, 0.1, 0.1], [0.1, 0.0, -0.2], [0.0, -0.1, 0.0], [0.1, 0.0, 0.0], [-0.1, 0.0, 0.0], [-0.1, -0.1, 0.0], [0.1, 0.0, 0.1], [0.0, -0.1, -0.1], [0.1, -0.1, -0.1], [0.1, 0.2, 0.0], [-0.2, -0.2, 0.0], [0.2, 0.4, 1.1], [-0.3, 0.2, -1.3], [0.0, -0.1, 1.4], [0.1, -0.1, 0.7], [0.2, 0.3, -0.3], [0.2, 0.2, 0.7], [-0.2, 0.2, -2.1], [-0.1, -0.3, 0.7], [-0.3, -0.2, -0.4], [0.2, -0.2, 2.1], [0.5, 0.6, -0.3], [-0.6, -0.6, -0.4], [0.0, -0.1, 0.0], [0.0, 0.0, 0.0], [0.0, 0.0, 0.0], [0.0, 0.1, -0.1], [0.2, -0.4, -0.3], [-0.2, -0.4, 0.1], [-0.5, 0.7, 0.5], [0.0, 0.0, -0.1], [-0.2, 0.0, 0.1], [0.3, 0.2, 0.1], [-0.6, 0.2, 0.4], [-0.1, -0.3, -0.4], [0.8, 0.5, 0.6], [-0.4, 0.1, 0.0], [0.3, -0.5, -0.4], [0.3, 0.1, 0.1], [-0.1, 0.0, -0.1], [0.1, -0.1, -0.1], [-0.1, -0.2, 0.0], [-0.2, 0.0, -0.2], [-0.1, 0.1, 0.0], [0.2, 0.1, 0.3], [-0.3, -0.2, -0.2], [0.0, -0.2, 0.1], [0.0, 0.1, 0.1], [0.2, -0.1, -2.0], [-0.5, -0.2, 0.2], [0.5, -0.3, -0.3], [-0.1, 0.4, -0.3], [0.7, 0.6, 0.0], [0.5, 0.3, -0.4], [-0.4, 0.1, 0.5], [-0.1, -0.4, 0.6], [-0.2, 0.3, -0.2], [-0.2, 0.0, -0.3], [0.5, 0.6, -0.3]], "lowdin_charge": [1.06, -0.06, -0.22, -0.18, 0.01, -0.09, 0.06, -0.17, 0.05, -0.13, 0.06, -0.17, -0.21, -0.06, 0.02, -0.10, 0.00, 0.09, 0.12, 0.13, 0.11, 0.12, 0.11, 0.11, 0.13, 0.13, 0.09, 0.12, 0.10, 0.01, -0.60, -0.12, -0.10, 0.00, 0.01, -0.17, 0.01, 0.01, -0.35, 0.05, 0.06, 0.12, 0.12, 0.12, 0.12, 0.04, -0.62, -0.16, -0.12, -0.02, 0.00, -0.21, 0.02, -0.18, 0.03, -0.19, 0.07, 0.11, 0.11, 0.13, 0.13, 0.12, 0.14, -0.64, 0.11, 0.12, 0.57, -0.31, -0.24, -0.32, 0.60, -0.28, -0.28, -0.64, 0.13, 0.15, 0.08], "orbital_gap_ev": [6.5, 6.5], "e_tot_ev": -106492.6063, "e_homo_ev": [-5.34, -5.35], "lumo_ev": [1.1446, 1.1459], "total_charge": -1}